# 1
Below is a structure of composition C45H48N3O21 in a non-equilibrium geometry, with properties calculated with wB97M-V/def2-TZVPD.

Structure (XYZ):
```
117
Properties=species:S:1:pos:R:3:lowdin_charge:R:1
O -4.5780 8.5832 0.6263 0.026
C 3.8210 -0.5718 -4.3817 -0.482
O 6.8700 -4.9658 1.9003 0.090
H 3.5800 1.7062 -3.9387 0.124
H -5.9480 2.3772 -3.3967 0.114
C -1.6950 6.1162 0.4903 0.080
C 3.8540 5.5722 -0.4047 -0.429
H -0.7290 3.7062 4.1743 0.093
O -1.5450 4.0662 -0.5057 0.051
H 2.6450 1.6772 -1.6267 0.162
C -0.3810 -2.0558 -3.0407 -0.351
C 0.7350 0.7072 5.0853 -0.064
H 2.9320 -5.7678 -0.0607 0.076
H -0.0900 0.0112 5.2163 0.062
H 0.8640 4.2282 0.8883 -0.013
C 4.0420 3.1862 0.4393 0.014
O 4.4320 6.6412 -0.5877 0.075
C -1.7780 -1.6078 -3.3037 0.066
H 3.7450 -2.9618 -1.5787 0.134
H -4.0730 4.8182 -1.6297 0.013
O 2.2260 2.0112 1.1543 0.116
H -2.2510 8.0932 1.4003 0.051
H -0.1850 0.4552 -2.3237 0.107
O 0.3900 -1.2648 -2.5087 0.045
H 1.0870 0.3292 1.3853 0.064
O -2.9790 -4.6458 -5.2217 0.052
C -1.0970 0.7532 -1.7147 0.012
C -2.5570 7.3222 0.8783 0.088
O -2.7100 0.2982 4.2793 -0.100
H -0.9680 -0.4648 1.5783 0.009
C -3.8430 7.5422 0.3173 -0.369
H 0.9850 -3.8548 -3.3517 0.041
C 0.0830 -3.4628 -3.4257 0.129
H 0.0230 3.2632 5.7303 0.008
H 3.7060 -2.3538 0.2013 0.078
C 3.4030 0.6272 -3.5337 0.085
H -4.6690 -1.3848 -1.4517 0.089
C 5.1620 -3.6378 1.0323 0.039
H 5.7760 4.2432 -0.6007 0.151
H 0.4370 -5.4628 2.1123 0.159
C 4.4250 -1.4338 2.1943 -0.396
C -1.0880 0.8262 -0.1587 -0.145
H -8.4010 1.6892 -3.1477 0.103
N -2.5680 -2.9418 1.1683 -0.509
O -3.9400 0.9492 -2.0957 0.063
H 0.8020 -1.2448 1.6793 0.112
H 1.0600 1.1182 6.0673 0.063
H 3.8980 -2.7828 -4.1577 0.060
C 3.8990 -1.8868 -3.6447 0.087
N -2.7900 -0.9278 3.8663 -0.416
C 0.7000 -4.5488 1.3763 -0.004
C 3.1300 -0.6038 -1.3857 -0.377
O -2.5090 -3.8118 2.1003 -0.049
H -3.6830 -2.2088 -4.2977 0.094
H -5.3360 6.7532 -0.9147 0.103
H -1.7420 -0.0238 -2.0027 -0.007
O -9.2040 -0.3848 -1.9107 0.105
H 1.9090 -6.9528 0.4823 0.102
C 0.8720 -5.1008 -0.0017 -0.577
H -1.1400 1.0502 3.4403 -0.074
C -3.6850 5.3162 -0.9437 0.128
O 3.9940 -0.5668 -5.5387 0.116
C -8.0550 -0.1168 -1.9937 -0.443
H -0.0460 -5.5788 -0.4097 0.146
H 1.4510 -4.1188 1.5063 -0.061
H -0.6950 5.8912 1.0493 0.143
O 3.7150 -0.4318 2.1643 0.086
C 1.8920 -6.1228 -0.3127 -0.072
C 3.6580 -1.8638 -2.0717 0.113
H 1.3510 2.1032 3.8913 0.144
C -6.0690 1.3882 -2.8867 0.062
C 2.5840 3.0512 0.7123 -0.402
C 5.5120 -1.6348 3.2843 0.086
C 3.1490 0.6492 -2.0117 0.044
O -1.3010 1.9472 0.3573 0.078
H 0.2050 -3.5898 -1.0867 0.178
C -0.5320 2.9542 4.9803 -0.023
H -7.4180 -2.2708 -1.2327 0.184
O -1.3860 -2.5798 0.8893 -0.159
H 5.4930 -0.8468 4.1063 0.124
C -6.9110 -1.1568 -1.6117 0.105
C 2.4140 5.4312 -0.1987 0.076
C 4.6690 4.3232 -0.1667 0.024
O -0.3870 1.3142 3.1883 0.006
C 1.6700 4.2842 0.4523 0.167
C 4.2490 -2.4918 1.2163 0.041
O 1.1890 -4.0648 -0.8237 -0.107
C 6.3900 -2.8508 3.0883 0.062
C -4.3610 6.4912 -0.5647 0.022
N -0.7960 -0.4678 0.7103 0.156
C -2.6820 -2.5628 -4.0947 0.121
H -0.0610 -3.8158 1.3433 0.036
C -0.9420 -4.3598 -4.1197 0.042
H -1.1250 -1.2018 0.3633 -0.038
C 0.6420 -0.5288 0.9183 0.014
H 1.6910 0.0992 4.6963 0.106
O -1.9700 -1.2578 2.9053 -0.084
C -2.2490 5.1052 -0.2917 -0.322
C 6.2160 -3.9638 2.0353 -0.437
C -5.4710 -0.7208 -1.6397 0.036
H -1.4660 2.5032 5.3903 0.103
C 0.2510 1.9102 4.1993 -0.521
O -3.3530 -2.0728 1.4113 0.000
H 7.2120 -2.8978 3.7793 0.076
H 4.7060 2.3602 0.8933 0.142
C -2.1900 -3.9598 -4.4877 -0.421
H 5.1200 -4.4548 0.1483 0.150
O 2.6050 -0.6718 -0.2187 -0.063
C -5.1340 0.5672 -2.1597 -0.440
H 1.3580 -0.7198 -0.0067 0.043
H -1.5080 1.5792 -1.9557 0.002
H -0.5050 -5.3888 -4.3177 0.140
C -7.5690 1.0702 -2.7797 0.077
H 1.8060 -6.6768 -1.2247 0.061
H 1.7510 6.2402 -0.1417 0.070
H -2.1080 -0.5508 -3.3167 0.091
O -3.9800 -1.4238 3.9643 -0.041
```

2S+1: 1
Net charge: -1
Relative energy (zero: lowest compared OMol25 entry of this formula, charge and spin), eV: 1.3723
LUMO, eV: -1.07
HOMO energy, eV: -5.04
Largest force on an atom, hartree/bohr: 0.31189

***

# 2
Below is a cluster of 2 separate species, C2H7NOSi in total in a non-equilibrium geometry, with properties calculated with wB97M-V/def2-TZVPD.

Structure (XYZ):
```
12
Properties=species:S:1:pos:R:3:lowdin_charge:R:1
H 1.2119 -2.3638 0.1572 0.049
N 0.5989 -0.2562 0.2310 -0.332
H -2.3185 -0.1323 -0.5362 0.117
O -1.4063 1.7264 -0.8418 -0.143
Si 1.1334 0.8807 -0.8144 0.681
H -0.3487 -1.7450 1.1015 0.078
C -1.7511 0.8290 -0.1334 -0.240
H -1.5594 0.8740 0.9777 0.089
H 1.7601 1.1851 -2.1917 -0.095
H 1.3227 -1.7017 1.6722 0.062
C 0.7163 -1.6204 0.7562 -0.233
H 0.6406 2.3241 -0.3783 -0.031
```

2S+1: 1
Net charge: 0
Relative energy (zero: lowest compared OMol25 entry of this formula, charge and spin), eV: 4.6236
SMILES: CN=[SiH2].C=O
LUMO, eV: -0.08
HOMO energy, eV: -8.82
Largest force on an atom, hartree/bohr: 0.05263

***

# 3
Below is a cluster of 3 separate species, C12H33BNO12P2S in total in a non-equilibrium geometry, with properties calculated with wB97M-V/def2-TZVPD.

Structure (XYZ):
```
62
Properties=species:S:1:pos:R:3:lowdin_charge:R:1
H 4.3195 2.4583 -3.9451 0.066
H -0.9452 0.7333 -2.5747 0.065
H 1.6003 6.3487 -3.3287 0.076
N -1.6943 -4.6500 0.5216 0.069
H -4.0845 0.0857 5.9338 0.081
C -3.8141 -0.9718 5.8521 -0.091
C 1.6358 5.3683 -3.8126 -0.091
H 3.4954 2.8622 -6.8658 0.121
H -0.3993 4.9524 -3.2952 0.117
H -1.4729 -7.3152 -1.2127 0.115
H -1.9813 -5.4163 1.2025 0.079
O 0.7822 0.8553 -4.5677 -0.228
O -1.3092 1.0638 4.9938 -0.204
H -1.9968 0.8742 6.9211 0.090
H 0.5265 -1.3597 0.3040 0.085
H -3.1162 -2.3629 4.3540 0.107
H -0.6184 -0.0039 0.2685 0.070
C -0.8361 -0.2119 -3.1172 -0.073
O 0.6158 -6.1407 -2.7757 -0.475
O -0.4133 0.4209 2.9954 -0.228
H 1.1792 -0.8555 2.6071 0.103
P 1.6416 2.1051 -3.8786 0.728
O 0.4598 3.2598 -4.0113 -0.236
O -0.7296 -1.8557 3.6197 -0.223
O -2.6003 -0.4272 3.8277 -0.235
H -4.6361 -1.5777 6.2442 0.076
H -2.6108 -4.1550 0.3066 0.083
H 1.1716 0.6730 1.7398 0.114
H 1.5083 5.5020 -4.8915 0.081
H 0.2566 0.6523 7.9742 0.081
C -0.1786 -0.7772 0.9047 -0.063
H 2.6303 4.9497 -3.6420 0.062
C -3.5062 -1.3433 4.4167 -0.306
H -2.9421 -1.1447 6.4869 0.062
O 0.8404 -3.5638 -1.9458 -0.522
O 1.2995 1.7333 -2.4150 -0.233
C -1.1002 1.1989 6.3891 -0.325
H 3.3573 4.0809 -5.6105 0.090
H -4.4281 -1.3077 3.8291 0.118
H 4.3954 1.2213 -5.2012 0.091
C 0.5064 -0.3223 -3.8249 -0.291
O -2.0659 -6.4877 -1.3003 -0.032
H 1.3180 -0.5395 -3.1242 0.106
H 1.0219 0.7842 6.3716 0.088
H -0.9834 2.2687 6.5914 0.120
H -1.6518 -0.2458 -3.8450 0.070
O 1.5595 -5.5864 -0.4355 -0.468
S 0.4899 -5.1867 -1.5244 0.670
C 3.3260 3.0049 -5.7935 -0.325
C 0.5712 4.4497 -3.2507 -0.307
P -1.0033 -0.4768 4.2687 0.725
C 0.5272 -0.1424 2.0940 -0.299
H 0.0239 -0.6172 6.7638 0.065
C 4.4252 2.3007 -5.0226 -0.093
H 0.4735 -1.1586 -4.5356 0.123
H -1.0020 -1.4321 1.2091 0.068
B -1.1931 -5.4186 -0.6979 -0.482
H 0.7725 4.2171 -2.2014 0.106
H -0.9684 -1.0368 -2.4106 0.071
C 0.1212 0.4634 6.9044 -0.095
O 2.0237 2.5205 -5.5140 -0.202
H 5.4062 2.6824 -5.3234 0.082
```

2S+1: 1
Net charge: -1
LUMO, eV: 0.30
HOMO energy, eV: -4.78
Largest force on an atom, hartree/bohr: 0.19378

***

Question: Look up the net charge of the first one.
Answer: -1

***

What did the second record say?
Below is a cluster of 2 separate species, C2H7NOSi in total in a non-equilibrium geometry, with properties calculated with wB97M-V/def2-TZVPD.

Structure (XYZ):
```
12
Properties=species:S:1:pos:R:3:lowdin_charge:R:1
H 1.2119 -2.3638 0.1572 0.049
N 0.5989 -0.2562 0.2310 -0.332
H -2.3185 -0.1323 -0.5362 0.117
O -1.4063 1.7264 -0.8418 -0.143
Si 1.1334 0.8807 -0.8144 0.681
H -0.3487 -1.7450 1.1015 0.078
C -1.7511 0.8290 -0.1334 -0.240
H -1.5594 0.8740 0.9777 0.089
H 1.7601 1.1851 -2.1917 -0.095
H 1.3227 -1.7017 1.6722 0.062
C 0.7163 -1.6204 0.7562 -0.233
H 0.6406 2.3241 -0.3783 -0.031
```

2S+1: 1
Net charge: 0
Relative energy (zero: lowest compared OMol25 entry of this formula, charge and spin), eV: 4.6236
SMILES: CN=[SiH2].C=O
LUMO, eV: -0.08
HOMO energy, eV: -8.82
Largest force on an atom, hartree/bohr: 0.05263